Formula: CH10O4
Source: the OMol25 dataset
Level of theory: ωB97M-V with the def2-TZVPD basis set

Summary:
SMILES	CO.O.O.O
HOMO	-10.8135	eV
ΔE to the lowest compared entry with this formula, charge and spin	32.1	kcal per mole
gap between HOMO and LUMO	11.11	eV

Each line ends with the Mulliken charge.
Geometry (Å):
C1 0.44308 -1.70190 -1.70274  -0.499
O1 0.34934 -1.88832 -0.25466  -0.522
H1 0.40485 -2.70617 -2.21533  0.270
H2 -0.34559 -0.94438 -1.93977  0.243
H3 1.48952 -1.52471 -1.75591  0.224
H4 -0.45467 -2.35096 0.03056  0.275
O2 0.58859 1.41138 0.55683  -0.619
H5 1.19721 0.85210 0.98940  0.398
H6 -0.23527 1.05500 0.25109  0.259
O3 -2.44499 3.30028 0.64790  -0.624
H7 -2.04987 2.78468 -0.06854  0.309
H8 -2.31092 4.22734 0.41003  0.318
O4 1.43470 -0.70599 1.88314  -0.752
H9 0.50657 -0.72486 2.18965  0.311
H10 1.42745 -1.08349 0.97833  0.410